15
Properties=species:S:1:pos:R:3:forces:R:3 method="wB97M-V/def2-TZVPD" homo_energy_ev="0.93 / -5.56" e_above_lowest_kj_mol=73.41 lumo_ev="3.226 / 3.219" spin_multiplicity=2 charge=-1 e_tot_ha=-701.99862 orbital_gap_ev="2.297 / 8.776"
N 0.2547 1.6371 0.7633 -0.252 0.834 -1.210
C 0.1456 0.2842 0.3966 -1.118 -2.986 0.498
C 0.9571 -0.4146 -0.6766 0.973 0.968 -2.156
S 2.7518 -0.0973 -0.5795 0.028 0.831 0.945
C -1.2783 0.1298 -0.1609 -0.117 -0.692 0.068
N -2.1115 -0.7832 0.4783 1.812 1.025 -0.135
O -1.5403 0.7956 -1.1587 -0.903 -0.681 0.843
H -0.5143 1.8824 1.3732 0.285 0.119 0.255
H 3.1783 -0.7622 -1.6369 -0.108 -0.463 -0.590
H 1.1433 1.8342 1.1243 1.225 0.543 0.927
H 0.3110 -0.4251 1.2367 -0.457 0.405 0.149
H 0.8705 -1.4831 -0.5990 -0.503 -0.621 0.604
H 0.5948 -0.1911 -1.7037 0.369 0.342 0.712
H -1.7461 -1.5766 1.0535 -0.171 0.860 -0.472
H -3.0167 -0.8301 0.0894 -1.063 -0.485 -0.438

8
Properties=species:S:1:pos:R:3:forces:R:3 method="wB97M-V/def2-TZVPD" homo_energy_ev=-9.09 e_above_lowest_kj_mol=240.61 lumo_ev=-1.664 spin_multiplicity=1 charge=0 e_tot_ha=-3498.81930 orbital_gap_ev=7.424
C -0.6803 0.5296 0.5491 -0.080 -0.243 -0.300
Si 0.4178 -0.5270 -0.5828 1.492 0.859 1.488
Br -2.4949 0.5282 -0.2129 0.340 -0.113 0.056
I 0.4625 -2.8585 0.1436 0.067 0.729 -0.258
I 3.1726 1.0216 -0.0560 -2.007 -1.226 -0.373
H -0.3645 1.5650 0.6154 0.125 0.020 -0.161
H -0.7634 0.1242 1.5562 0.105 -0.093 -0.134
H 0.2503 -0.3832 -2.0125 -0.042 0.067 -0.319

78
Properties=species:S:1:pos:R:3:forces:R:3 method="wB97M-V/def2-TZVPD" homo_energy_ev=-12.73 e_above_lowest_kj_mol=0.00 lumo_ev=-4.663 spin_multiplicity=1 charge=+2 e_tot_ha=-1501.82381 orbital_gap_ev=8.065
Pt -0.4079 0.7286 0.0836 0.132 0.068 0.006
C -1.8226 1.3785 1.3716 -0.067 -0.035 -0.124
C -1.0328 1.4228 2.6409 0.009 -0.026 -0.005
C -0.1477 2.4788 2.8794 0.005 -0.013 0.003
C 0.6995 2.4616 3.9760 -0.012 -0.004 0.009
C 0.6801 1.3881 4.8618 0.008 0.001 -0.003
C -0.2130 0.3465 4.6525 0.007 -0.007 0.003
C -1.0635 0.3675 3.5536 -0.033 0.023 0.034
H -2.1670 2.3607 1.0516 -0.012 0.009 -0.002
H -2.6765 0.6992 1.4296 -0.002 0.015 0.048
H -0.1272 3.3120 2.1857 -0.011 0.019 0.004
H 1.3621 3.2988 4.1571 0.002 0.010 0.008
H 1.3275 1.3832 5.7287 -0.001 0.003 0.001
H -0.2673 -0.4709 5.3603 0.004 0.002 -0.002
H -1.7857 -0.4335 3.4246 -0.004 0.006 -0.007
N -3.5269 1.1757 -3.4998 -0.102 -0.014 -0.068
C -2.5662 0.3681 -4.3131 0.018 0.015 -0.021
C -1.6937 -0.4555 -3.3746 -0.021 -0.031 0.067
N -2.4585 -1.3052 -2.4632 -0.028 0.046 -0.001
C -3.4439 -0.5162 -1.7222 0.083 -0.023 0.003
C -4.3632 0.3037 -2.6160 -0.022 0.025 -0.007
H -4.1267 1.7252 -4.1131 0.002 -0.005 0.004
H -2.9772 1.8449 -2.9021 0.054 0.007 0.022
H -1.9672 1.0557 -4.9081 -0.020 0.017 -0.003
H -3.1533 -0.2623 -4.9824 0.021 -0.015 0.002
H -1.0934 0.2259 -2.7639 0.007 -0.018 -0.001
H -1.0158 -1.0687 -3.9669 -0.004 -0.007 -0.016
H -2.9190 -2.0493 -2.9785 0.022 -0.012 0.011
H -2.8925 0.1652 -1.0660 -0.018 -0.015 -0.009
H -4.0504 -1.1747 -1.1007 -0.018 -0.012 -0.011
H -5.0156 0.9476 -2.0283 0.000 0.014 -0.013
H -4.9737 -0.3251 -3.2657 -0.006 -0.022 0.024
C 0.0903 -4.3729 -0.9415 -0.021 0.031 0.006
C -0.3157 -3.5444 0.2724 -0.054 -0.113 0.013
C 0.6272 -3.8248 1.4380 -0.015 0.044 -0.002
C -1.7625 -3.8649 0.6601 0.007 0.006 -0.040
N -0.1484 -2.1335 -0.1615 -0.068 0.018 0.063
N -0.6776 -1.1767 0.7761 0.019 -0.051 -0.054
H 0.0429 -5.4362 -0.7102 0.002 0.003 0.000
H 1.1074 -4.1299 -1.2511 0.006 -0.009 0.000
H -0.5827 -4.1806 -1.7803 0.004 -0.014 -0.011
H 0.5540 -4.8689 1.7412 0.000 -0.002 -0.015
H 0.3843 -3.2280 2.3231 0.020 -0.007 -0.012
H 1.6601 -3.6277 1.1444 0.009 -0.003 0.025
H -1.8793 -4.9354 0.8255 0.009 -0.004 0.006
H -2.4480 -3.5779 -0.1426 0.001 0.005 0.023
H -2.0698 -3.3736 1.5868 -0.003 0.003 -0.004
H -0.7125 -1.9901 -1.0017 0.047 0.004 -0.014
H -0.1909 -1.2982 1.6614 0.053 0.027 0.014
H -1.6617 -1.3584 0.9827 -0.010 -0.026 -0.053
C 4.0604 2.0363 0.4030 0.002 -0.029 -0.007
C 2.5900 1.8556 -0.0370 0.109 0.036 0.040
N 2.2259 0.4332 -0.0450 -0.171 0.128 0.015
C 3.1423 -0.3141 -0.9059 -0.034 -0.068 -0.047
C 4.5854 -0.2512 -0.3482 -0.027 0.013 0.007
N 4.5713 0.6871 0.8253 0.028 0.005 0.017
C 3.7057 0.1345 1.9219 -0.020 0.007 -0.036
C 2.2982 -0.0910 1.3239 0.141 -0.067 0.101
H 4.1639 2.7028 1.2571 0.008 0.007 -0.007
H 4.7082 2.3866 -0.3986 -0.002 -0.001 -0.002
H 2.4339 2.2673 -1.0314 -0.004 0.006 0.017
H 1.9128 2.3773 0.6376 0.056 -0.020 -0.023
H 3.1020 0.1097 -1.9078 -0.001 0.017 -0.002
H 2.8021 -1.3471 -0.9636 -0.026 0.005 0.008
H 5.3014 0.1404 -1.0679 -0.001 -0.006 -0.007
H 4.9434 -1.2130 0.0144 -0.008 0.000 0.007
H 5.5224 0.7894 1.1757 0.002 0.002 -0.003
H 3.6990 0.8663 2.7280 0.011 -0.001 0.004
H 4.1730 -0.7820 2.2772 -0.006 -0.001 0.006
H 1.5523 0.4181 1.9371 0.047 -0.031 0.001
H 2.0676 -1.1568 1.2899 -0.020 0.024 -0.017
C -0.7099 4.5497 -1.8654 0.001 0.003 0.005
C -0.9837 3.1310 -1.4454 0.009 0.066 -0.062
O -0.1199 2.6128 -0.6477 -0.153 -0.047 0.023
O -1.9764 2.5241 -1.8774 0.049 0.005 0.063
H -0.1281 5.0747 -1.1128 0.000 0.011 -0.007
H -1.6445 5.0698 -2.0584 0.004 0.004 0.008
H -0.1364 4.5341 -2.7942 0.004 -0.003 -0.002

28
Properties=species:S:1:pos:R:3:forces:R:3 method="wB97M-V/def2-TZVPD" homo_energy_ev=-12.25 lumo_ev=-8.245 spin_multiplicity=1 charge=+1 e_tot_ha=-1767.59452 orbital_gap_ev=4.008
O 1.0026 -1.3234 2.1845 0.210 -0.485 0.654
C 0.4687 -0.7537 1.2917 0.094 -0.019 -1.075
O -0.4083 0.1832 1.6309 -0.354 0.672 0.507
C 0.8165 -0.9940 -0.1962 0.382 0.655 -0.392
C 2.2764 -0.5156 -0.3352 -0.036 0.102 0.049
C 2.4459 0.9995 -0.4012 -0.149 0.104 0.116
O 3.7897 1.2905 -0.0564 -0.133 0.069 0.066
N 0.7698 -2.3979 -0.5935 -0.422 0.185 0.610
C 0.0403 -3.2090 -0.0615 0.187 -0.213 0.041
S -0.8484 -4.2845 0.6132 -0.107 -0.111 -0.037
N -0.1186 -0.1913 -0.9860 -0.265 -0.744 -0.371
I 0.3121 -0.1981 -3.0197 0.121 0.216 0.272
C -1.5395 -0.5373 -0.8300 0.057 0.341 -0.276
C -2.3133 0.8152 -0.6966 1.249 -0.116 0.094
C -2.3061 1.2116 0.7451 -3.031 1.207 -0.640
I -3.6090 0.1360 1.9556 0.288 0.016 0.073
H 2.7990 -0.8351 0.5685 0.030 -0.204 -0.149
H 2.7319 -1.0363 -1.1792 -0.033 0.173 -0.026
H 2.2036 1.3925 -1.3962 0.076 -0.052 0.105
H 1.7496 1.4746 0.3074 0.077 -0.057 -0.027
H 3.8296 2.1575 0.3631 0.070 -0.122 -0.168
H -1.7033 -1.1172 0.0797 0.037 -0.118 -0.057
H -1.9157 -1.1076 -1.6785 -0.043 0.010 0.101
H -1.7398 1.5608 -1.2594 -0.162 -0.062 -0.005
H -3.3138 0.7845 -1.1293 -0.069 -0.204 0.311
H -2.6517 2.3345 0.8028 0.077 0.120 0.055
H -1.2044 1.1784 1.1895 1.863 -0.665 0.612
Pd -1.5640 2.9821 2.0865 -0.015 -0.700 -0.441